{
  "formula": "C57H77FIrN5O5",
  "method": "wB97M-V/def2-TZVPD",
  "species": ["H", "H", "H", "C", "C", "F", "H", "H", "H", "C", "H", "C", "H", "H", "C", "C", "C", "H", "H", "C", "C", "H", "H", "C", "C", "H", "C", "H", "H", "H", "H", "C", "C", "C", "C", "H", "C", "H", "C", "O", "H", "C", "C", "C", "H", "C", "Ir", "H", "H", "H", "N", "O", "O", "C", "H", "C", "H", "H", "C", "C", "N", "H", "C", "C", "H", "C", "H", "H", "C", "H", "C", "C", "H", "H", "C", "O", "H", "H", "C", "C", "H", "H", "H", "H", "H", "C", "C", "H", "H", "H", "H", "C", "H", "H", "N", "H", "H", "H", "C", "H", "H", "H", "H", "C", "C", "H", "H", "H", "H", "H", "H", "H", "H", "C", "C", "O", "C", "C", "C", "H", "N", "H", "H", "C", "H", "C", "H", "C", "H", "H", "C", "H", "C", "H", "C", "C", "H", "N", "C", "C", "H", "H", "C", "H", "C", "H"],
  "xyz": [[-6.52681, 0.68625, 1.15261], [-2.72904, -2.70913, -2.92324], [-3.27476, -1.24392, 5.84644], [1.86928, 0.76289, 2.55972], [4.36258, -1.59915, -0.86555], [-0.64980, -2.76476, 3.35244], [1.20273, 5.19706, -0.10395], [2.07211, -2.97096, 0.21860], [-3.46605, -6.17355, -1.63556], [1.43550, 1.09791, 5.52018], [3.46040, 3.46963, -2.52644], [2.35047, 1.37257, -4.94666], [-6.09321, 2.85531, -0.10445], [4.25248, -0.60616, -4.62721], [-4.52325, 1.59100, 0.81213], [-2.80286, -5.37734, -1.98748], [4.54881, 4.30137, 0.18334], [-1.25722, 1.56309, 5.14239], [-2.70299, -2.50233, -5.04758], [2.46193, 0.69354, 1.30969], [-0.21480, -3.20526, -0.77566], [-3.28886, -4.87867, -2.82635], [-0.34820, -2.58712, -5.70367], [1.95112, 3.12789, 2.50615], [-2.65649, -1.54573, 2.93636], [5.51147, 1.86525, -2.47775], [-2.59886, -1.42691, -4.88350], [-2.78408, -0.92260, -5.83384], [1.66701, 3.84488, 5.24219], [-1.05716, -5.73698, 0.08232], [-2.92305, 2.79128, -0.77804], [-3.96604, -1.30931, 4.99808], [0.44407, -1.60610, -2.47695], [-1.97269, -5.20218, 0.34282], [-1.14665, 0.46677, -4.24973], [-5.08731, 1.93292, -1.30173], [-1.19125, -1.05995, -4.40281], [0.15817, 3.37687, 6.02960], [-1.74991, -2.60332, -2.47322], [0.66633, 0.20686, -0.37986], [-2.05549, -3.26428, 5.18156], [3.51611, 3.86930, -4.62174], [-0.21000, -1.52247, -5.49689], [2.65268, 1.83674, -3.67550], [5.06982, 1.41082, -4.12738], [-1.14551, 1.66171, -0.66322], [2.19914, 0.70753, -2.03327], [-0.39074, -0.96471, -6.41991], [0.06503, -3.78782, 0.09765], [2.66002, -3.02965, -1.42469], [-3.19125, 1.15644, 0.47689], [1.40196, -0.83504, -3.03427], [-0.88264, 3.83468, -1.43973], [-1.32923, -1.83438, 2.64010], [0.82047, -1.36776, -5.19255], [2.58036, 3.13089, 1.26448], [-6.16452, -1.39377, 4.99040], [-4.52550, -4.41772, -0.08959], [-3.78626, -3.68119, -0.42484], [-0.49607, 0.53359, -0.11051], [-5.33707, -3.32817, 4.97886], [2.48022, 1.38035, 5.66118], [-1.46609, -3.36858, -1.34505], [-4.07598, -4.01613, 5.39932], [1.89664, 0.40024, -5.09099], [2.64922, 2.15317, -6.05756], [0.92270, 1.18805, 6.48223], [-4.22128, -3.12349, -1.25703], [-2.58801, 0.13396, 1.18558], [-4.30999, -0.32858, 2.38108], [-3.27343, -0.56070, 2.17852], [1.53753, 1.97220, 3.15678], [2.62955, 5.76607, -0.98823], [4.31479, -2.36143, -1.63702], [-0.39201, 2.70947, -1.46034], [0.66813, 2.37082, -2.08172], [-1.77117, -4.55733, 1.20482], [1.66174, -0.16531, 3.08780], [-1.25375, -0.19817, 0.88865], [-0.83559, -1.75003, -3.07835], [0.11374, 4.08927, 4.41615], [0.37579, -1.45791, 1.43243], [2.02397, 4.11158, -1.20227], [-2.64695, -4.10425, 3.75050], [4.87984, 5.23425, -0.28134], [3.09529, 4.45326, 0.67353], [-0.65451, -1.20661, 1.63105], [-5.50550, -0.20048, -0.06645], [-2.72250, -5.94473, 0.62996], [-3.92848, -3.82873, 6.46025], [5.08991, 0.41151, -0.70932], [0.72844, -2.32918, -1.30196], [-5.28223, -3.26994, 3.95601], [-1.14792, 2.13224, 3.45932], [-3.43082, -2.17939, 3.94832], [3.44658, 4.01943, -6.76364], [5.21406, 4.08220, 1.02378], [3.58507, 6.45137, 1.29235], [2.73431, 1.89071, 0.59440], [6.44103, 0.61635, -3.33763], [4.12124, -0.51603, 1.11380], [6.17076, -0.74025, -1.51646], [-6.17512, -3.82325, 5.26974], [5.12226, -0.43633, -1.39625], [-2.49202, -4.39067, -0.84741], [-4.17622, -5.08686, 5.24678], [3.43744, -1.61210, -3.44225], [2.69253, -1.40364, 1.58776], [4.64677, 3.50434, -0.54668], [-5.43692, -1.88513, 6.52741], [-1.87962, -5.83158, -2.35187], [1.40079, 0.04858, 5.21636], [4.90752, -2.03885, -0.02412], [2.18533, 4.90445, -0.47961], [3.10983, 5.56872, 1.72516], [3.15255, 1.83543, -0.68598], [-5.32066, -1.90682, 5.44694], [-2.92985, -3.41842, 4.54599], [2.12920, -2.39514, -0.71412], [-3.58690, -2.97995, 0.38806], [3.00758, -1.20144, -0.50195], [3.67517, 5.28012, 2.61532], [-0.65504, 0.48004, 3.86491], [0.67677, 3.41930, 5.06893], [5.20831, -1.74462, -3.66166], [5.43955, 1.03699, -3.18066], [2.09825, 5.85461, 2.02224], [-5.70043, 0.72857, 0.45484], [2.42775, 1.77697, -7.04918], [3.98003, 4.83823, -4.48276], [3.06062, -0.64362, 0.88919], [-4.10596, -0.30621, 4.61050], [3.22462, 3.08873, -3.51131], [-0.19064, 0.81795, -3.87960], [0.76817, 2.00979, 4.47924], [-5.44852, 2.00755, -0.28467], [1.79136, 4.07744, 2.99404], [4.54268, 0.01011, -2.65075], [-0.66416, 1.51263, 4.22100], [4.35355, -1.05730, -3.64241], [-3.36380, -1.09434, -4.17603], [-1.92024, 0.79909, -3.55096], [-2.43889, 1.92021, -0.35871], [-4.58108, 2.13921, 1.74644], [3.22889, 3.40514, -5.89890], [-1.33022, 0.94612, -5.21516]],
  "lowdin_charge": [0.102, 0.091, 0.138, -0.015, -0.206, 0.059, 0.089, 0.123, 0.085, -0.048, 0.081, -0.109, 0.112, 0.093, -0.267, -0.041, -0.040, 0.082, 0.085, -0.147, -0.012, 0.079, 0.091, 0.027, -0.159, 0.097, -0.071, 0.090, 0.093, 0.091, 0.152, -0.111, -0.265, -0.063, -0.025, 0.114, -0.518, 0.083, 0.017, -0.055, 0.133, -0.068, -0.033, -0.277, 0.082, -0.012, 1.628, 0.090, 0.107, 0.123, 0.021, -0.285, 0.061, -0.208, 0.056, -0.062, 0.135, 0.082, -0.044, -0.256, 0.046, 0.095, -0.169, -0.065, 0.077, -0.075, 0.082, 0.080, -0.109, 0.114, 0.051, -0.163, 0.094, 0.102, -0.572, -0.089, 0.064, 0.109, -0.020, -0.065, 0.088, 0.121, 0.045, 0.128, 0.086, -0.516, 0.072, 0.109, 0.083, 0.136, 0.121, -0.141, 0.181, 0.092, -0.103, 0.102, 0.091, 0.088, -0.255, 0.108, 0.127, 0.141, 0.187, -0.200, -0.548, 0.137, 0.070, 0.120, 0.052, 0.136, 0.095, 0.071, 0.138, -0.028, -0.070, -0.265, -0.070, -0.123, -0.096, 0.066, -0.156, 0.090, 0.059, -0.062, 0.108, -0.061, 0.082, -0.095, 0.105, 0.109, -0.090, 0.125, -0.117, 0.048, -0.547, -0.075, 0.085, -0.262, -0.044, -0.062, 0.083, 0.086, 0.062, 0.156, -0.084, 0.095],
  "homo_energy_ev": [-8.88, -8.85],
  "s_squared": 0.760,
  "total_energy_ev": -83595.5630,
  "spin_multiplicity": 2,
  "charge": 1
}